Below is a single C5H10O2 molecule, with properties calculated with wB97M-V/def2-TZVPD.

Properties
Relative energy (zero: lowest compared OMol25 entry of this formula, charge and spin), kcal per mole: 47.4
Total energy, eV: -9440.98949
SMILES: C=CC(CO)CO
HOMO-LUMO gap, eV: 10.75
Lowest unoccupied orbital energy, eV: 0.85
Total charge: 0
Maximum force, hartree/bohr: 0.0090

Geometry (Å):
C: -1.4448 1.6138 0.6359
C: -0.2964 1.1236 0.1681
C: 0.0647 -0.3370 0.2467
C: 1.5707 -0.5515 0.1859
O: 2.1725 0.1303 1.2671
C: -0.6077 -1.1250 -0.9041
O: -1.9484 -0.7750 -1.1392
H: -1.7161 2.6603 0.5275
H: -2.1537 0.9714 1.1564
H: 0.4022 1.7833 -0.3477
H: -0.3018 -0.7325 1.2011
H: 1.9450 -0.1690 -0.7794
H: 1.7920 -1.6309 0.2206
H: 3.1290 0.0386 1.1810
H: -0.0004 -1.0033 -1.8182
H: -0.6148 -2.1925 -0.6548
H: -1.9919 0.1953 -1.1468

***

Below is a molecular structure, C3H6N2O2S in a non-equilibrium geometry, with properties calculated with wB97M-V/def2-TZVPD.

Properties
Relative energy (zero: lowest compared OMol25 entry of this formula, charge and spin), kcal per mole: 143.4
Total energy, eV: -21113.63089
HOMO-LUMO gap, eV: 9.35
Lowest unoccupied orbital energy, eV: -0.26
Total charge: 0
Maximum force, hartree/bohr: 0.1442

Geometry (Å):
C: -0.1126 -1.2862 -1.9198
C: -0.6519 -0.4649 -0.6650
C: 0.8052 0.5208 1.2133
N: 1.0921 -1.6524 -1.9030
N: 0.4624 -0.6159 0.2877
O: 2.7483 0.5129 -1.0902
O: 2.7317 -2.0911 0.0978
S: 1.8746 -1.1381 -0.5593
H: -0.8755 -1.5108 -2.7919
H: -0.8355 0.5662 -1.0009
H: -1.6007 -1.0207 -0.4957
H: 1.4105 1.2942 0.7415
H: -0.1055 0.8817 1.6632
H: 1.4950 0.1417 1.8891

***

Below is 2 unconnected molecules or ions with the total composition C10H16 in a non-equilibrium geometry, with properties calculated with wB97M-V/def2-TZVPD.

Properties
Relative energy (zero: lowest compared OMol25 entry of this formula, charge and spin), kcal per mole: 70.6
Total energy, eV: -10626.68336
SMILES: Cc1ccccc1.CCC
HOMO-LUMO gap, eV: 10.12
Lowest unoccupied orbital energy, eV: 0.94
Total charge: 0
Maximum force, hartree/bohr: 0.0933

Geometry (Å):
C: 1.0730 1.6180 1.8508
C: -0.2099 0.8052 1.6292
C: -1.3337 1.5002 1.4861
C: -2.4873 0.8349 1.0488
C: -2.5730 -0.5405 0.7224
C: -1.3244 -1.1776 0.9862
C: -0.1025 -0.5481 1.3454
H: 1.6593 0.9931 2.4992
H: 0.8997 2.5730 2.4386
H: 1.7595 1.8238 0.9224
H: -1.2659 2.5429 1.7816
H: -3.4546 1.7081 0.8804
H: -3.4343 -0.8532 0.1401
H: -1.2301 -2.2761 0.8845
H: 0.9724 -0.8739 1.2199
C: 2.7537 0.0793 -2.3740
C: 1.3441 -0.3929 -2.6102
C: 1.1772 -1.9673 -2.6117
H: 3.4545 -0.3680 -3.1293
H: 3.1286 -0.1821 -1.3692
H: 2.7290 1.1406 -2.3622
H: 0.6786 -0.1362 -1.6264
H: 0.7808 0.0417 -3.4115
H: 0.4565 -2.2978 -3.3782
H: 1.9333 -2.6963 -2.7194
H: 1.0300 -2.4077 -1.6085

***

Below is a molecular structure, C16H16F3N4ORh, with properties calculated with wB97M-V/def2-TZVPD.

Properties
Relative energy (zero: lowest compared OMol25 entry of this formula, charge and spin), kcal per mole: 9.0
Total energy, eV: -35997.79439
HOMO-LUMO gap (spin up / spin down), eV: 7.47 / 6.88
Lowest unoccupied orbital energy (spin up / spin down), eV: -7.65 / -9.21
Total charge: +2
Multiplicity: 5
Maximum force, hartree/bohr: 0.0128

Geometry (Å):
Rh: -1.1835 1.2515 -0.2350
C: 1.0847 -3.9011 -2.4502
N: 0.8405 -2.4740 -2.4695
C: 0.7540 -1.7724 -3.7352
C: 0.4594 -1.7866 -1.2312
C: 1.3000 -0.5534 -0.9953
C: 2.6856 -0.6554 -1.1162
C: 3.5080 0.4465 -0.9363
C: 2.9529 1.6794 -0.6230
C: 1.5771 1.7996 -0.4790
C: 0.7614 0.6852 -0.6532
H: 1.6672 -4.1933 -3.3188
H: 0.1073 -4.4020 -2.4908
H: 1.5755 -4.1763 -1.5195
H: 1.3805 -2.2643 -4.4732
H: 1.0360 -0.7312 -3.6005
H: -0.2938 -1.8254 -4.0598
H: 0.5460 -2.5067 -0.4193
H: -0.5973 -1.5352 -1.3517
H: 3.1373 -1.6135 -1.3542
H: 4.5794 0.3448 -1.0419
H: 3.5837 2.5481 -0.4890
H: 1.1663 2.7725 -0.2242
F: -2.9559 -0.0792 -1.9116
C: -2.7764 0.0774 -0.6061
F: -2.5115 -1.1247 -0.0649
F: -3.8661 0.5686 -0.0540
N: -1.4912 1.7542 7.2170
C: -1.4490 1.6690 6.0729
C: -1.3955 1.5587 4.6381
C: -1.5467 0.3211 4.0194
C: -1.4879 0.2567 2.6458
N: -1.2835 1.3490 1.8862
C: -1.1423 2.5425 2.4890
C: -1.1921 2.6894 3.8564
H: -1.7134 -0.5740 4.6015
H: -1.6135 -0.6846 2.1312
H: -0.9878 3.4012 1.8491
H: -1.0771 3.6667 4.3036
O: -2.3087 2.8714 -2.4013
N: -1.8294 2.6002 -1.4054

***

Below is 2 unconnected molecules or ions with the total composition CH2NO4P in a non-equilibrium geometry, with properties calculated with wB97M-V/def2-TZVPD.

Properties
Relative energy (zero: lowest compared OMol25 entry of this formula, charge and spin), kcal per mole: 32.9
Total energy, eV: -20039.59150
HOMO-LUMO gap, eV: 7.11
Lowest unoccupied orbital energy, eV: 6.84
Total charge: -2
Maximum force, hartree/bohr: 0.0780

Geometry (Å):
C: -2.2692 0.2824 0.1796
N: -1.0746 0.5005 0.4972
O: 2.0228 0.6394 -1.2588
O: 2.8274 0.0077 1.2268
O: -2.6887 -0.3103 -0.8942
O: 2.2744 -1.7283 -0.4613
P: 2.3032 -0.2933 -0.1166
H: -3.0523 0.9465 0.8845
H: -0.3430 -0.0446 -0.0574

***

Below is a molecular structure, C19H10LiN4O7 in a non-equilibrium geometry, with properties calculated with wB97M-V/def2-TZVPD.

Properties
Total energy, eV: -40362.39453
HOMO-LUMO gap, eV: 5.56
Lowest unoccupied orbital energy, eV: 1.11
Total charge: -1
Maximum force, hartree/bohr: 0.0733

Geometry (Å):
Li: 8.3679 -10.5294 -6.7821
C: 5.3110 -8.9180 -3.9516
C: 6.4495 -9.0457 -4.7492
N: 6.5919 -10.0136 -5.6686
C: 5.5670 -10.8429 -5.9137
C: 4.3167 -10.7932 -5.1700
C: 4.2514 -9.7821 -4.1676
C: 3.2568 -11.6765 -5.4936
C: 3.4123 -12.5435 -6.6015
C: 4.5834 -12.6066 -7.3825
C: 4.7502 -13.4583 -8.5243
C: 6.0132 -13.5180 -9.1255
C: 7.0976 -12.7747 -8.5859
N: 6.9329 -11.9009 -7.6030
C: 5.7505 -11.7607 -7.0449
H: 5.2617 -8.1812 -3.1968
H: 7.2636 -8.3705 -4.6998
H: 3.3865 -9.6801 -3.5224
H: 2.3208 -11.6199 -4.9448
H: 2.6483 -13.2165 -6.8791
H: 3.8846 -13.9929 -8.8521
H: 6.1505 -14.0545 -10.0774
H: 8.1198 -12.8509 -9.0001
O: 11.5859 -11.9701 -5.3117
C: 10.8915 -11.0919 -5.8894
O: 9.7904 -10.5477 -5.5702
C: 11.5163 -10.4807 -7.1348
C: 12.8987 -10.4887 -7.4056
C: 13.3932 -9.7160 -8.4106
C: 12.6950 -8.8750 -9.2308
C: 11.3710 -8.8279 -8.9650
C: 10.6888 -9.6891 -8.0503
O: 9.4197 -9.7887 -8.1218
N: 10.5955 -7.8680 -9.8085
O: 10.9815 -7.7562 -10.9799
O: 9.6120 -7.3547 -9.2792
N: 14.8210 -9.6904 -8.5612
O: 15.5301 -10.1933 -7.6649
O: 15.2652 -9.0223 -9.5160
H: 13.5482 -11.0165 -6.7347
H: 13.2251 -8.1595 -9.9174

***

Below is a molecular structure, C14H23N3O5Zn in a non-equilibrium geometry, with properties calculated with wB97M-V/def2-TZVPD.

Properties
Relative energy (zero: lowest compared OMol25 entry of this formula, charge and spin), kcal per mole: 156.3
Total energy, eV: -77991.76763
HOMO-LUMO gap (spin up / spin down), eV: 3.85 / 3.88
Lowest unoccupied orbital energy (spin up / spin down), eV: -8.36 / -8.48
Total charge: +2
Maximum force, hartree/bohr: 0.1036

Geometry (Å):
C: -1.4536 -1.4440 -3.9100
C: -1.3921 -2.6666 -3.2905
H: -0.4948 -0.9644 -4.1420
H: -2.0883 -0.6587 -3.5880
C: -1.1441 -3.4792 -2.1491
C: -0.5499 -3.3050 -0.9292
H: 0.2768 -2.6180 -0.6827
H: -1.2275 -3.3814 -0.0338
C: -1.8764 -3.3106 -4.5046
H: -1.9672 -2.6329 -5.3579
H: -2.8721 -3.7138 -4.3205
H: -1.1634 -4.0899 -4.7669
C: -1.7612 -4.8530 -2.2997
H: -1.1184 -5.3419 -3.0688
H: -2.7972 -4.7686 -2.6926
H: -1.7164 -5.4345 -1.3565
Zn: 1.5719 1.5558 2.4251
O: 0.6969 1.0850 0.8478
C: -0.5513 1.2258 0.6327
O: -0.0576 1.3970 3.4450
C: -1.1749 0.9958 2.9913
O: -2.1808 0.7381 3.8027
N: -1.4603 0.7962 1.6610
C: -3.3257 0.2945 2.9764
C: -2.8171 0.0920 1.5809
H: -4.0838 1.0736 3.0047
H: -3.6851 -0.6054 3.4670
H: -3.3823 0.5653 0.7735
H: -2.6949 -0.9938 1.4034
C: -0.9037 1.6784 -0.6408
C: 0.1156 1.6813 -1.6116
H: -1.7732 1.0837 -0.9607
H: 0.1345 0.6811 -1.4566
H: -0.0644 1.5451 -2.6684
C: 4.2123 5.3788 1.6987
O: 4.8027 4.0804 2.0365
C: 3.9245 3.0928 2.1684
O: 2.6858 3.2298 2.0848
N: 4.4868 1.8906 2.3975
N: 3.5578 0.7940 2.5326
H: 5.0493 6.0723 1.7679
H: 3.4221 5.6465 2.4072
H: 3.8138 5.3503 0.6790
H: 5.4853 1.8207 2.5506
H: 3.7109 0.1626 1.7380
H: 3.8304 0.2544 3.3583